The following is a DFT calculation (wB97M-V/def2-TZVPD) of a structure of composition C23H27B2F5N4O4Te2Ti.

- 2S+1 = 1
- net charge = -2
- ΔE to the lowest compared entry with this formula, charge and spin (eV) = 0.551

CARTESIAN COORDINATES (ANGSTROEM)
Ti -0.84477 0.02108 -1.17545
C -0.99567 1.78912 -5.17089
C -0.90361 0.91087 -3.96721
N -0.70209 1.41872 -2.76098
O -0.76754 2.77705 -2.79255
B -0.46737 3.58858 -1.57690
F -1.22098 4.76949 -1.75232
F 0.88100 3.90340 -1.49706
O -0.87342 2.93706 -0.30607
N -1.57872 1.75559 -0.34750
C -2.87685 1.81851 -0.07090
C -3.56473 3.08286 0.33688
C -3.55839 0.60088 -0.27505
N -2.81409 -0.32248 -0.88041
O -3.42754 -1.54693 -1.02211
B -3.22383 -2.19239 -2.33904
F -3.88921 -1.45531 -3.34041
F -3.71673 -3.48513 -2.23986
O -1.77311 -2.32269 -2.72394
N -1.21879 -1.06409 -2.84308
C -1.20540 -0.48486 -4.01347
C -1.56800 -1.18953 -5.28025
C -4.95957 0.33051 0.15968
H -1.95404 2.31389 -5.22193
H -0.22447 2.55783 -5.13453
H -0.88062 1.20017 -6.08079
H -2.92347 3.93713 0.13648
H -4.49768 3.20277 -0.21735
H -3.81418 3.07916 1.40349
H -2.48789 -0.77901 -5.70103
H -0.76944 -1.07472 -6.01759
H -1.73316 -2.24445 -5.08204
H -5.27486 1.06850 0.89797
H -5.66550 0.35360 -0.67616
H -5.02661 -0.66474 0.59860
C 6.02426 -1.29303 4.71326
C 5.09000 -0.73270 3.67351
C 3.84665 -0.22906 4.02371
C 2.96168 0.27431 3.07293
C 1.63545 0.79818 3.54196
C 3.33562 0.28179 1.71721
Te 2.00905 1.16403 0.30764
C 4.61079 -0.17549 1.35169
C 5.17473 -0.10085 -0.04194
C 5.44989 -0.69271 2.33832
H 5.57957 -1.23509 5.70782
H 6.97212 -0.74915 4.74135
H 6.26158 -2.34149 4.51691
H 3.53973 -0.23911 5.06556
H 1.48251 0.55247 4.59460
H 0.81875 0.37356 2.96279
H 1.56649 1.88439 3.43347
H 4.49883 0.34855 -0.76077
H 5.43044 -1.09667 -0.41034
H 6.09271 0.49497 -0.02606
H 6.42874 -1.05972 2.03698
Te 1.92816 -0.72407 -1.62657
F -1.19070 -3.67899 3.98266
C -1.04276 -2.85798 2.89240
C -1.31123 -1.51309 3.02786
C -1.15769 -0.70134 1.90654
C -0.72446 -1.16824 0.65785
C -0.49133 -2.54928 0.59853
C -0.64114 -3.39985 1.69336
H -1.63557 -1.11812 3.98368
H -1.38918 0.35631 2.01857
H -0.17843 -2.99877 -0.33918
H -0.45396 -4.46419 1.61740

These are the Mulliken partial charges, in e, on atoms 1 to 8:
1 Ti -1.372
2 C -1.700
3 C 0.708
4 N 0.804
5 O -0.615
6 B 0.766
7 F -0.389
8 F -0.331



The following is a DFT calculation (wB97M-V/def2-TZVPD) of a structure of composition C23H27BF2N6S2Ti.

- 2S+1 = 2
- net charge = -1

CARTESIAN COORDINATES (ANGSTROEM)
Ti 0.24992 -0.16850 -0.09082
C -3.36711 -0.77604 -1.09523
N -3.11092 -1.09560 0.30093
C -3.91385 -0.72107 1.35368
C -3.41832 -1.33612 2.44993
N -2.33073 -2.08813 2.06616
B -1.59839 -3.04135 3.07472
N -0.04520 -2.96982 2.91522
C 0.75726 -4.08740 2.88614
C 2.03552 -3.68594 2.71735
N 1.99861 -2.30898 2.63369
C 3.14398 -1.42623 2.45630
C 0.72429 -1.88467 2.75387
S 0.24431 -0.23551 2.68148
C -2.14660 -1.93669 0.74586
S -0.88677 -2.60322 -0.24567
H -3.86053 0.19269 -1.14131
H -3.99394 -1.54423 -1.54836
H -2.42594 -0.72353 -1.63278
H -4.71923 -0.01941 1.23074
H -3.71050 -1.27125 3.48207
H -1.91354 -4.19596 2.85443
H -1.92605 -2.67507 4.18875
H 0.33905 -5.07538 2.95467
H 2.95256 -4.24043 2.62803
H 4.03331 -2.04679 2.37349
H 3.23638 -0.75982 3.31220
H 3.01208 -0.82846 1.55610
F 0.90081 -1.56168 -5.39120
C 0.35566 -0.72724 -4.46084
C 0.55071 -0.97214 -3.12870
C -0.00159 -0.11643 -2.16730
C -0.76649 0.98664 -2.59227
C -0.92623 1.18094 -3.96421
F -1.65551 2.23337 -4.43585
C -0.38185 0.35249 -4.91868
C -1.33179 1.82907 -1.53044
C -2.11751 2.95139 -1.69892
C -2.63074 3.66191 -0.61341
C -2.31187 3.19501 0.68737
C -1.53539 2.09557 0.83501
N -1.01708 1.36230 -0.23125
H 1.14494 -1.83184 -2.83861
H -0.53124 0.54102 -5.97206
H -2.33555 3.27936 -2.70260
H -3.24113 4.54198 -0.76335
H -2.67609 3.69934 1.57364
H -1.29390 1.71777 1.81868
C 4.23810 1.00088 -0.36636
C 2.77752 1.46124 -0.33408
C 2.45793 2.17764 -1.64899
C 2.57807 2.43463 0.82979
N 1.88867 0.32241 -0.15695
H 4.90876 1.83335 -0.59937
H 4.36844 0.22536 -1.12493
H 4.53491 0.58635 0.60172
H 3.16076 3.00029 -1.81961
H 1.44558 2.58647 -1.62598
H 2.51705 1.48069 -2.48810
H 3.24070 3.30157 0.73317
H 2.78091 1.93542 1.78061
H 1.54477 2.78779 0.85242

These are the natural (NBO) partial charges, in e, on atoms 1 to 8:
1 Ti 1.640
2 C -0.406
3 N -0.348
4 C -0.092
5 C -0.037
6 N -0.486
7 B 0.213
8 N -0.494



The following is a DFT calculation (wB97M-V/def2-TZVPD) of a structure of composition C23H27ClN2O2PPdSi.

- 2S+1 = 1
- net charge = -1
- ΔE to the lowest compared entry with this formula, charge and spin (eV) = 0.303

CARTESIAN COORDINATES (ANGSTROEM)
Pd 0.57500 0.57008 -0.44342
C -2.01997 -2.65563 1.83332
C -2.32317 -2.24979 0.41476
C -3.33798 -2.87096 -0.30189
C -3.52842 -2.46376 -1.62026
C -2.74778 -1.47012 -2.15615
C -1.74988 -0.84915 -1.35595
N -1.55321 -1.29277 -0.08782
N -0.95831 0.13888 -1.80439
Si -1.01486 0.94131 -3.31620
C 0.09495 2.46365 -3.20815
C -2.74134 1.55577 -3.77456
C -0.41398 -0.14977 -4.72770
H -2.92419 -2.97435 2.35442
H -1.58464 -1.81340 2.36980
H -1.31186 -3.48852 1.85242
H -3.94711 -3.64267 0.15024
H -4.29171 -2.93431 -2.23128
H -2.88198 -1.16271 -3.18646
H 0.37291 2.65989 -2.17023
H -0.41611 3.35098 -3.59098
H 1.01599 2.32414 -3.77875
H -3.17152 2.13181 -2.95203
H -3.43862 0.75079 -4.01927
H -2.67308 2.21189 -4.64759
H 0.61794 -0.45124 -4.53661
H -0.45863 0.37366 -5.68729
H -1.01805 -1.05700 -4.80845
O -1.29758 1.94272 2.94084
C -0.45901 1.67439 2.09533
O -0.62818 1.71871 0.81867
C 0.96351 1.29735 2.60377
P 1.99184 0.71921 1.20691
C 3.43179 1.81622 1.10843
C 4.25030 2.04814 2.21279
C 5.31861 2.92440 2.11706
C 5.57451 3.57652 0.91589
C 4.76469 3.34779 -0.18573
C 3.69423 2.46718 -0.09231
C 2.64800 -0.89803 1.71130
C 1.71472 -1.86948 2.07436
C 2.13074 -3.14736 2.40599
C 3.48102 -3.47286 2.36550
C 4.40886 -2.51752 1.98095
C 3.99393 -1.23415 1.64958
H 0.87779 0.51902 3.36209
H 1.39488 2.17491 3.08709
H 4.04919 1.53945 3.14942
H 5.95137 3.10187 2.97765
H 6.40874 4.26329 0.84252
H 4.96431 3.85182 -1.12263
H 3.06442 2.26175 -0.94998
H 0.65515 -1.63433 2.05874
H 1.39679 -3.89506 2.67898
H 3.80557 -4.47457 2.61818
H 5.46018 -2.77118 1.92613
H 4.72219 -0.49994 1.32828
Cl 2.16515 -0.43750 -1.77511

These are the natural (NBO) partial charges, in e, on atoms 1 to 8:
1 Pd 0.679
2 C -0.639
3 C 0.251
4 C -0.363
5 C -0.158
6 C -0.335
7 C 0.419
8 N -0.537



Taking the records one at a time from the top gives E values of -3347.51172; -3091.79148; -2371.78230 Ha.